A structure of composition C32H34N4O4PtSe, computed with the ωB97M-V functional and the def2-TZVPD basis.

Structure (XYZ):
```
76
Properties=species:S:1:pos:R:3:forces:R:3:lowdin_spin:R:1
H 0.5363 -5.1021 -0.8318 0.017 0.010 -0.021 0.002
H -2.8845 5.4319 1.0116 -0.016 0.008 0.041 0.001
C 3.4329 -5.8399 -4.8513 -0.035 0.076 0.025 0.029
H -2.4325 4.6896 -0.5361 -0.026 -0.104 -0.061 0.001
H 3.0951 -3.0809 2.3363 -0.041 0.054 0.026 0.001
H -6.0071 -1.5400 -0.4878 0.022 -0.001 -0.026 0.000
N 0.7408 1.5287 2.9754 0.005 -0.096 0.080 -0.038
N 1.6755 3.7269 -2.3606 0.030 0.042 -0.189 0.009
C -3.4364 0.2279 -1.7999 -0.061 0.055 0.268 0.002
C -2.8653 1.5540 -1.2317 -0.077 0.913 0.133 0.002
H -6.2523 0.7728 -1.2647 0.029 0.063 0.022 0.000
C 0.0425 6.2245 3.8381 0.001 0.052 0.049 0.042
C -2.0585 5.2054 0.3396 0.086 -0.057 0.050 0.004
H -4.5530 1.6860 -2.5271 -0.043 0.149 0.021 0.000
H 2.9134 -3.4594 4.7274 -0.013 0.031 0.025 -0.001
H 3.3026 -6.7725 -4.3083 -0.004 0.003 0.004 0.000
H -0.6246 -3.9759 -1.5281 0.046 0.000 0.012 0.006
H 1.7769 -5.9114 -2.6955 0.041 0.050 -0.037 0.000
C 1.9493 -4.8984 -3.0436 0.080 -0.103 -0.082 0.013
H 4.4988 -5.6551 -4.9952 -0.012 0.003 0.003 0.007
H -4.1052 -0.1821 0.2105 0.022 0.008 0.020 0.000
C 2.3539 -2.5394 4.8521 0.022 -0.059 -0.070 0.001
H 0.6134 -3.3910 -0.4059 0.007 -0.047 -0.023 0.015
H -4.5728 0.3707 -3.5932 0.051 -0.069 -0.028 0.000
N -4.6425 0.6340 -2.6163 0.057 -0.068 0.082 0.000
H 3.6754 -3.2164 -5.4563 -0.005 -0.044 0.054 0.000
H -1.3381 6.6473 2.2538 0.063 -0.029 0.048 -0.001
H 2.1349 -2.7602 6.9689 -0.031 0.035 -0.054 0.002
C 2.7204 -0.8859 -4.4751 -0.107 -0.090 0.098 0.034
C 2.7884 -4.6881 -4.1515 0.029 -0.024 -0.007 0.150
H 3.4179 -0.8835 -5.3093 -0.004 -0.030 0.004 0.002
O -1.9547 1.4743 -0.3835 -0.147 -0.646 -0.375 0.019
C -0.6729 5.9157 2.6915 -0.016 0.221 0.064 -0.003
C 1.0306 4.0444 3.8551 0.065 0.001 0.168 0.028
C -5.8660 0.0438 -1.9726 0.095 -0.133 0.063 0.000
H -1.5394 6.1212 0.0574 0.019 -0.001 -0.014 0.001
O -3.4254 2.5872 -1.6742 0.155 -0.429 0.041 0.003
C 0.4200 -4.0937 -1.2232 0.026 0.114 -0.118 0.035
C 1.3388 -3.8576 -2.3926 -0.041 0.068 0.069 0.092
C 3.0221 -3.3729 -4.6044 0.059 -0.163 -0.052 0.013
C 1.3729 -0.5503 3.8751 -0.003 0.154 -0.179 -0.004
H 2.5430 -1.8029 0.3199 0.000 0.063 0.057 0.003
C 2.5152 -2.1656 2.4132 0.007 -0.053 0.191 0.016
C 1.1008 3.2083 -1.4996 0.002 -0.301 0.049 0.052
C 1.4603 -0.2404 1.3690 -0.148 0.087 0.287 0.068
N 0.3815 2.4213 2.1264 0.174 0.176 -0.070 0.190
C 1.1462 0.2928 2.7041 0.069 -0.055 -0.184 0.177
C 1.9149 -2.1501 6.1014 0.009 -0.029 0.025 0.045
C 1.5796 -2.5405 -2.8912 -0.055 0.016 -0.016 0.214
H 1.6901 3.3024 4.2856 -0.036 0.057 0.008 0.002
Pt 0.2598 2.4252 0.0495 -0.130 0.217 0.341 0.954
C 1.1855 -0.9693 6.2406 -0.001 0.001 0.043 -0.009
C -3.9741 -0.7273 -0.7238 -0.125 -0.017 -0.119 0.000
Se 0.7395 -1.1284 -2.0959 -0.008 0.125 -0.047 1.203
H 2.9968 -5.9578 -5.8473 -0.002 0.010 0.010 0.011
O 1.0805 0.3174 0.3136 0.212 0.119 -0.089 0.258
H 0.3598 0.7441 5.2538 0.041 -0.019 0.017 0.003
C 0.9068 5.2997 4.4148 0.017 -0.012 0.009 0.003
H -0.0731 7.2054 4.2820 0.010 -0.037 -0.017 0.002
H 0.8258 -0.6730 7.2184 0.021 -0.001 -0.056 -0.001
C 2.4513 -2.2882 -3.9987 -0.075 0.081 0.030 0.084
H 2.1380 4.1760 -3.1237 -0.005 0.061 0.069 0.000
H 3.1516 -0.2763 -3.6768 0.004 -0.014 -0.006 0.009
H -2.6931 -0.2280 -2.4492 -0.037 -0.082 -0.083 0.003
H -5.2033 -2.0092 -1.9891 -0.010 0.024 0.045 0.000
H 1.4775 5.5605 5.2961 -0.026 -0.012 -0.035 -0.001
C -0.5220 4.6703 2.1112 -0.101 -0.025 -0.201 0.037
C 0.9218 -0.1733 5.1438 -0.034 0.045 0.067 0.046
O -1.1505 4.2891 0.9733 -0.037 -0.030 -0.143 0.090
H -3.2848 -1.5461 -0.5312 -0.015 -0.005 -0.003 0.000
C -5.3301 -1.1969 -1.2680 0.099 0.073 -0.031 0.000
C 2.0784 -1.7548 3.7292 0.085 -0.146 -0.105 0.024
H -6.6218 -0.1574 -2.7248 -0.017 0.051 -0.058 0.000
C 0.3098 3.7155 2.7118 -0.139 -0.335 -0.071 0.017
C 2.2180 -1.4710 1.3000 -0.116 0.068 -0.054 0.017
H 1.7990 -0.4011 -4.8115 0.019 -0.018 0.005 0.011
```
Positions in Å, forces in eV/Å.

- Spin multiplicity: 5
- Calculated total energy: -116461.075 eV
- ΔE to the lowest compared entry with this formula, charge and spin: 26.9 kcal per mole
- Kohn-Sham gap (alpha / beta): 6.84 / 4.13 eV
- Max |F|: 0.9 eV/Å
- Charge: +2
- Highest occupied orbital energy (alpha / beta): -0.4495 / -0.4582 Eh